No. 1
DFT (wB97M-V/def2-TZVPD) results for C43H60FN4O7P2S2SeY as an isolated structure.

Its molar mass is 1057.9 g mol⁻¹. As for the orbital gap: 7.23 eV. As for the multiplicity: 1. As for the relative energy (zero: lowest compared OMol25 entry of this formula, charge and spin): 0.0 kcal per mole. Its total charge is -2.

```
121
Properties=species:S:1:pos:R:3:mulliken_charge:R:1
Y 1.176 -0.888 0.138 0.2425
O 1.549 -4.091 3.200 -0.8152
C 1.752 -2.997 2.696 -0.1976
O 1.502 -2.644 1.487 -0.8572
C 2.430 -1.892 3.521 0.2168
C 3.589 -1.272 2.711 -0.3466
C 4.570 -0.573 3.650 -1.0156
C 3.723 0.637 4.113 -0.8154
C 2.457 0.476 3.260 -0.5359
O 2.962 -0.142 2.058 0.7601
C 1.552 -0.627 3.810 0.5586
C 0.200 -0.625 3.078 -0.5878
O -0.763 -1.192 3.598 -0.9227
O 0.168 -0.003 1.960 -0.3104
H 2.785 -2.336 4.450 0.5146
H 4.021 -1.919 1.954 0.4619
H 4.888 -1.221 4.467 0.4479
H 5.453 -0.251 3.097 0.2716
H 3.490 0.615 5.178 0.4715
H 4.219 1.583 3.891 0.2597
H 1.946 1.399 3.010 0.5366
H 1.355 -0.531 4.877 0.4836
O -1.984 0.451 -2.786 -0.6533
H -1.163 0.465 -2.255 -0.1689
H -2.688 0.539 -2.125 0.0887
Se 3.895 -1.537 -0.989 -0.1705
C 4.029 -3.370 -1.022 0.3283
N 4.178 -4.515 -1.083 -0.7787
F 0.096 0.550 -1.056 0.3844
S -7.677 -0.371 -0.015 -0.5356
P -6.228 0.338 -1.170 0.5509
S -4.431 0.672 -0.380 -0.3238
C -6.803 1.871 -2.013 0.4170
C -5.933 2.924 -2.264 -0.3932
C -6.375 4.054 -2.942 -0.5801
C -7.690 4.136 -3.375 -0.3723
C -8.565 3.086 -3.124 -0.5633
C -8.125 1.961 -2.445 -0.5672
C -6.045 -0.754 -2.644 0.7015
C -4.956 -0.578 -3.493 -0.7093
C -4.766 -1.421 -4.579 -0.6030
C -5.672 -2.443 -4.832 -0.4888
C -6.768 -2.614 -3.997 -0.4944
C -6.952 -1.773 -2.906 -0.3354
H -4.910 2.847 -1.915 0.3879
H -5.688 4.870 -3.131 0.3837
H -8.035 5.018 -3.903 0.3420
H -9.596 3.148 -3.454 0.3562
H -8.805 1.147 -2.225 0.3100
H -4.229 0.201 -3.294 0.2858
H -3.898 -1.283 -5.212 0.4309
H -5.519 -3.109 -5.674 0.3528
H -7.477 -3.411 -4.188 0.3729
H -7.788 -1.908 -2.230 0.3173
C -4.400 -3.019 -0.550 -1.0536
N -3.002 -2.671 -0.628 0.4590
C -2.178 -2.755 -1.822 0.0606
C -0.841 -2.319 -1.259 0.2910
O 0.239 -2.206 -1.845 -0.7620
N -0.977 -1.987 0.036 0.1880
C -2.262 -2.175 0.376 -0.1844
N -2.718 -1.939 1.594 -0.1914
H -4.768 -3.197 -1.558 0.3442
H -4.991 -2.202 -0.132 0.1462
H -4.548 -3.923 0.048 0.3568
H -2.493 -2.043 -2.589 0.0469
H -2.136 -3.767 -2.230 0.3852
H -2.061 -1.559 2.290 0.1177
H -3.706 -1.792 1.718 0.3008
C 6.790 3.320 -0.216 -0.9584
C 6.015 2.636 0.905 -0.7616
C 4.506 2.724 0.640 -0.1234
C 4.177 2.615 -0.867 0.5347
C 5.262 1.806 -1.577 -0.4194
C 6.605 2.549 -1.536 -0.9343
P 2.500 1.844 -1.061 0.7239
C 2.117 1.898 -2.891 0.4394
C 2.759 3.027 -3.740 -0.5791
C 3.431 2.497 -5.007 -0.8638
C 2.467 1.652 -5.839 -0.8314
C 1.768 0.569 -4.984 -0.7760
C 2.296 0.526 -3.552 -0.3009
C 1.328 3.168 -0.471 0.0845
C 1.044 3.121 1.030 0.8753
C -0.290 3.827 1.326 -1.3030
C -0.549 4.993 0.357 -0.8130
C 0.773 5.616 -0.079 -0.9260
C 1.597 4.614 -0.912 -0.3827
H 7.852 3.407 0.028 0.4774
H 6.413 4.343 -0.324 0.3165
H 6.250 3.082 1.876 0.5847
H 6.319 1.586 0.963 0.2088
H 4.120 3.674 1.021 0.1287
H 3.995 1.927 1.189 -0.6944
H 4.185 3.622 -1.297 0.7132
H 4.983 1.599 -2.612 -0.3018
H 5.355 0.829 -1.096 0.1195
H 6.674 3.242 -2.380 0.3475
H 7.416 1.826 -1.659 0.5018
H 1.036 2.059 -2.868 0.6802
H 3.486 3.606 -3.168 0.0963
H 1.981 3.738 -4.037 0.4324
H 4.303 1.895 -4.738 0.2340
H 3.809 3.335 -5.601 0.4984
H 3.011 1.194 -6.669 0.3532
H 1.720 2.312 -6.290 0.3515
H 1.881 -0.415 -5.444 0.4763
H 0.693 0.764 -4.936 0.2046
H 3.340 0.202 -3.529 0.2462
H 1.742 -0.224 -2.988 -0.1880
H 0.407 2.822 -0.950 0.2875
H 1.864 3.595 1.582 0.4227
H 0.974 2.089 1.367 -1.2797
H -0.288 4.195 2.357 0.5418
H -1.098 3.097 1.253 0.2923
H -1.199 5.737 0.823 0.5356
H -1.080 4.631 -0.528 0.2321
H 1.336 5.904 0.816 0.3026
H 0.613 6.534 -0.651 0.5503
H 2.657 4.866 -0.816 -0.1674
H 1.346 4.722 -1.970 0.2123
```

No. 2
DFT (wB97M-V/def2-TZVPD) results for C43H61AsCrN4O4STe as an isolated structure.

Its molar mass is 984.6 g mol⁻¹. As for the orbital gap (alpha / beta): 3.79 / 6.22 eV. As for the multiplicity: 6. Its total charge is -1.

```
116
Properties=species:S:1:pos:R:3:mulliken_charge:R:1
Cr 1.850 -0.800 -1.258 0.5594
C 5.467 1.437 0.357 -1.2868
C 4.915 0.296 -0.433 0.8076
O 4.180 0.654 -1.549 -0.5357
C 5.172 -1.029 -0.168 -0.9169
C 4.578 -2.192 -0.688 0.6064
C 5.234 -3.516 -0.419 -1.3781
N 3.388 -2.166 -1.338 0.4383
N 2.953 -3.405 -1.762 -0.7193
C 1.706 -3.415 -2.115 -0.2015
O 0.915 -2.359 -2.052 -0.7543
C 1.132 -4.680 -2.610 0.3293
C -0.032 -4.688 -3.377 0.0480
C -0.562 -5.883 -3.847 -0.6928
C 0.048 -7.093 -3.547 -0.4928
C 1.208 -7.095 -2.777 -0.6704
C 1.744 -5.906 -2.319 -0.4517
H 4.668 2.034 0.818 0.0370
H 6.048 2.125 -0.269 0.3550
H 6.113 1.074 1.159 0.3778
H 5.960 -1.204 0.562 0.1452
H 6.172 -3.369 0.119 0.4046
H 5.438 -4.054 -1.347 0.3053
H 4.582 -4.173 0.169 0.2330
H -0.513 -3.748 -3.616 0.3321
H -1.457 -5.868 -4.457 0.3524
H -0.373 -8.023 -3.911 0.3871
H 1.696 -8.031 -2.533 0.3732
H 2.652 -5.894 -1.730 0.4494
C 3.655 3.259 -2.024 -1.5623
C 2.579 2.346 -1.462 -0.0091
O 1.445 2.836 -1.276 -0.6325
N 2.831 1.067 -1.183 0.8795
Te -0.250 1.556 1.582 0.6320
C 0.156 2.489 3.451 -0.6039
C 1.463 2.896 3.752 1.2256
C 2.635 2.725 2.820 -1.6420
C 1.719 3.493 4.989 -0.7551
C 0.724 3.699 5.927 0.7385
C 1.022 4.336 7.257 -1.6174
C -0.566 3.290 5.611 -0.9598
C -0.866 2.685 4.398 0.8815
C -2.285 2.267 4.132 -1.2642
C -1.647 2.999 0.887 0.1909
C -2.943 2.593 0.549 1.0910
C -3.390 1.162 0.664 -0.9120
C -3.851 3.535 0.066 -1.0669
C -3.506 4.866 -0.088 0.7149
C -4.496 5.874 -0.605 -1.6955
C -2.212 5.249 0.240 -1.2154
C -1.269 4.343 0.714 1.0123
C 0.120 4.833 1.000 -1.0318
H 3.978 3.937 -1.230 0.2583
H 3.181 3.868 -2.795 0.3929
H 4.518 2.738 -2.420 0.3733
H 2.341 2.663 1.773 -0.0936
H 3.189 1.812 3.059 0.5427
H 3.334 3.554 2.941 0.5686
H 2.733 3.812 5.212 0.3565
H 2.034 4.740 7.281 0.3488
H 0.933 3.611 8.069 0.3180
H 0.327 5.150 7.470 0.3617
H -1.364 3.444 6.331 0.3490
H -2.905 2.431 5.014 0.4148
H -2.330 1.211 3.858 0.1399
H -2.714 2.829 3.299 0.2076
H -2.803 0.515 0.009 -0.2287
H -4.442 1.069 0.391 0.5541
H -3.252 0.778 1.676 -0.0094
H -4.853 3.209 -0.197 0.2624
H -5.457 5.408 -0.821 0.3667
H -4.136 6.343 -1.523 0.3400
H -4.664 6.671 0.122 0.3444
H -1.917 6.286 0.112 0.3635
H 0.199 5.897 0.772 0.4481
H 0.837 4.286 0.383 -0.0577
H 0.387 4.688 2.047 0.1519
C -0.025 0.726 -3.649 -1.6393
C -0.668 0.897 -2.291 0.3015
O -0.223 -0.110 -1.357 1.5822
H -0.362 1.522 -4.318 0.4621
H -0.270 -0.239 -4.098 0.2342
H 1.061 0.794 -3.562 0.0915
H -1.760 0.839 -2.353 0.3334
H -0.380 1.847 -1.847 0.0110
H -0.517 -0.988 -1.665 -0.4509
C -4.039 -4.505 -3.584 -1.3389
C -3.743 -4.449 -2.091 -0.8265
As -2.787 -2.813 -1.534 0.6467
C -3.321 -2.846 0.373 -1.0256
C -2.143 -2.563 1.300 -0.9170
C -4.101 -1.484 -2.190 -0.3482
C -3.824 -1.004 -3.610 -1.1804
H -4.379 -5.499 -3.883 0.3696
H -3.152 -4.269 -4.177 0.2481
H -4.818 -3.793 -3.860 0.3787
H -3.101 -5.283 -1.799 0.4698
H -4.666 -4.518 -1.510 0.5765
H -3.732 -3.837 0.578 0.5888
H -4.131 -2.126 0.513 0.3463
H -1.386 -3.345 1.208 0.3802
H -2.456 -2.526 2.347 0.4569
H -1.647 -1.619 1.073 0.0605
H -4.036 -0.642 -1.498 -0.0358
H -5.111 -1.897 -2.095 0.5421
H -4.429 -0.129 -3.858 0.3950
H -4.035 -1.774 -4.354 0.3331
H -2.777 -0.722 -3.733 0.0918
S 3.360 -2.092 2.881 -0.3047
C 2.407 -3.316 2.154 -0.6245
C 1.577 -2.764 1.236 -0.6254
N 1.666 -1.397 1.115 0.6435
C 2.577 -0.923 1.913 -0.2367
H 2.523 -4.358 2.403 0.5098
H 0.903 -3.300 0.584 0.2909
H 2.842 0.124 1.944 0.2971
```

No. 3
DFT (wB97M-V/def2-TZVPD) results for C43H61AsF6NP3RuSSi as an isolated structure in a non-equilibrium geometry.

Its molar mass is 1035.0 g mol⁻¹. As for the orbital gap (alpha / beta): 7.49 / 7.13 eV. As for the multiplicity: 6. Its total charge is +1.

```
118
Properties=species:S:1:pos:R:3:mulliken_charge:R:1
Ru 1.360 -0.090 0.464 0.0872
C 4.179 2.279 0.456 -1.3530
C 2.973 3.147 0.068 0.4984
C 3.487 4.290 -0.814 -1.9135
P 1.551 2.176 -0.657 1.8617
C 1.691 2.426 -2.480 0.2132
C 0.383 2.126 -3.221 -1.7214
C 2.851 1.585 -3.032 -1.1016
C 0.090 3.150 -0.198 -0.0395
C 0.201 4.523 0.045 -0.0697
C -0.902 5.281 0.413 -1.1253
C -2.136 4.664 0.552 -1.0160
C -2.253 3.302 0.320 -0.5895
C -1.155 2.516 -0.067 1.2390
Si -1.695 0.700 -0.260 -1.6646
C -2.502 0.419 1.417 0.3131
C -3.901 0.455 1.511 0.1646
C -4.551 0.407 2.740 -0.9054
C -3.806 0.347 3.906 -1.4345
C -2.419 0.310 3.837 -1.0246
C -1.752 0.324 2.607 0.7781
P 0.077 0.168 2.587 0.7615
C 0.700 1.713 3.395 1.5934
C 0.015 2.181 4.678 -1.4671
C 2.224 1.667 3.595 -1.5462
C 0.508 -1.360 3.536 1.6069
C 2.024 -1.643 3.479 -1.4045
C 0.016 -1.529 4.974 -1.5233
C -3.089 0.642 -1.540 -0.3266
C -3.836 1.709 -2.051 -0.8021
C -4.885 1.482 -2.937 -0.9642
C -5.221 0.186 -3.316 -0.8339
C -4.486 -0.888 -2.834 -0.6475
C -3.415 -0.654 -1.970 0.2438
P -2.265 -1.928 -1.416 0.2927
C -3.010 -3.016 -0.144 0.6234
C -4.533 -3.097 -0.324 -1.7389
C -2.625 -2.676 1.303 -1.6107
C -1.754 -2.968 -2.818 1.1080
C -2.685 -4.166 -3.062 -1.5057
C -1.588 -2.138 -4.099 -1.2993
H 4.836 2.828 1.138 0.5381
H 4.758 2.014 -0.430 0.5046
H 3.903 1.355 0.941 -0.1750
H 2.548 3.559 0.983 0.6952
H 3.995 3.899 -1.700 0.3474
H 4.221 4.871 -0.248 0.4870
H 2.717 4.981 -1.156 0.4107
H 1.912 3.488 -2.592 0.9532
H 0.094 1.076 -3.110 0.2472
H 0.525 2.315 -4.290 0.6223
H -0.443 2.754 -2.879 0.2775
H 2.643 0.514 -2.928 -0.1204
H 3.801 1.783 -2.526 0.1132
H 2.992 1.797 -4.096 0.6426
H 1.162 5.016 -0.033 0.3013
H -0.792 6.345 0.599 0.4388
H -3.007 5.236 0.857 0.4740
H -3.224 2.838 0.475 0.4785
H -4.500 0.520 0.605 0.4631
H -5.636 0.426 2.785 0.4655
H -4.297 0.326 4.874 0.4394
H -1.859 0.273 4.761 0.8344
H 0.480 2.445 2.616 -0.3435
H 0.118 1.451 5.486 0.1870
H -1.044 2.394 4.530 0.4454
H 0.492 3.107 5.014 0.4529
H 2.480 1.133 4.513 0.4173
H 2.620 2.682 3.684 0.4705
H 2.754 1.182 2.780 0.0428
H 0.029 -2.117 2.918 -0.7107
H 2.550 -1.137 4.291 0.4576
H 2.487 -1.342 2.543 0.0176
H 2.196 -2.714 3.568 0.5043
H 0.397 -0.750 5.641 0.2630
H 0.393 -2.488 5.343 0.4828
H -1.069 -1.566 5.049 0.3749
H -3.597 2.730 -1.768 0.5371
H -5.446 2.323 -3.335 0.4329
H -6.047 0.014 -3.998 0.4557
H -4.741 -1.895 -3.147 0.3247
H -2.568 -3.976 -0.381 0.9023
H -5.006 -2.122 -0.165 0.2955
H -4.936 -3.792 0.418 0.4646
H -4.830 -3.465 -1.314 0.3455
H -3.281 -1.905 1.714 0.3409
H -1.592 -2.352 1.389 -0.1996
H -2.736 -3.580 1.906 0.6938
H -0.787 -3.342 -2.486 0.4223
H -3.700 -3.853 -3.329 0.2220
H -2.740 -4.845 -2.214 0.4009
H -2.291 -4.735 -3.906 0.4941
H -2.560 -1.942 -4.558 0.3781
H -0.982 -2.704 -4.814 0.5157
H -1.095 -1.178 -3.933 0.1422
S 0.579 -1.064 -1.694 -0.2892
C -0.902 -0.918 -0.842 0.6925
N 3.396 -1.290 0.080 -0.2799
C 4.119 -1.173 -1.166 0.2810
C 5.268 -0.403 -1.234 -0.5288
C 5.929 -0.242 -2.447 -0.6075
C 5.447 -0.857 -3.595 -0.6793
C 4.312 -1.654 -3.510 -0.7298
C 3.648 -1.819 -2.298 -0.3137
H 4.013 -1.185 0.866 0.4316
H 2.960 -2.197 0.177 -0.2243
H 5.662 0.062 -0.334 0.5273
H 6.836 0.355 -2.488 0.4344
H 5.966 -0.737 -4.540 0.4032
H 3.942 -2.168 -4.392 0.4462
H 2.781 -2.473 -2.224 0.4832
F 0.976 -2.665 0.822 -0.5227
As 1.415 -4.353 0.704 2.2836
F 0.656 -4.575 2.221 -0.4916
F -0.067 -4.664 -0.112 -0.4058
F 1.877 -5.983 0.616 -0.4621
F 2.140 -3.988 -0.813 -0.3963
F 2.882 -3.907 1.469 -0.4775
```

No. 4
DFT (wB97M-V/def2-TZVPD) results for C43H61BN5O2P2STi as an isolated structure in a non-equilibrium geometry.

Its molar mass is 832.7 g mol⁻¹. As for the orbital gap (alpha / beta): 4.26 / 7.28 eV. As for the multiplicity: 3. As for the relative energy (zero: lowest compared OMol25 entry of this formula, charge and spin): 49.3 kcal per mole. Its total charge is -1.

```
116
Properties=species:S:1:pos:R:3:mulliken_charge:R:1
Ti 0.088 -0.466 0.118 -0.7563
O 1.121 0.322 1.411 0.7274
C 2.404 0.345 1.807 0.0012
C 2.926 1.459 2.462 -0.2524
C 4.226 1.497 2.945 -1.1182
C 5.062 0.391 2.766 -0.7068
C 4.593 -0.702 2.072 -0.7982
C 3.282 -0.755 1.548 1.1171
C 2.924 -1.811 0.666 -1.4924
N 1.724 -1.982 0.118 0.2927
C 1.621 -2.896 -1.003 -1.4086
C 0.983 -2.088 -2.143 -0.6248
N -0.202 -1.494 -1.552 1.3560
C -1.337 -2.196 -1.811 -0.8093
C -2.266 -2.624 -0.841 0.5402
C -3.377 -3.427 -1.198 -0.8711
C -4.076 -4.153 -0.258 -0.7930
C -3.676 -4.119 1.080 -0.6714
C -2.634 -3.284 1.466 -0.4457
C -1.979 -2.464 0.554 0.5979
O -1.089 -1.568 0.969 0.6108
H 2.291 2.328 2.577 0.5136
H 4.589 2.380 3.459 0.4253
H 6.078 0.403 3.145 0.3748
H 5.249 -1.548 1.890 0.3694
H 3.727 -2.507 0.407 0.1466
H 0.947 -3.727 -0.761 0.2624
H 2.596 -3.308 -1.299 0.4387
H 0.742 -2.733 -2.996 0.5831
H 1.687 -1.322 -2.468 -0.1720
H -1.432 -2.638 -2.803 -0.1260
H -3.639 -3.497 -2.249 0.3795
H -4.914 -4.772 -0.561 0.3814
H -4.183 -4.726 1.820 0.3999
H -2.329 -3.230 2.504 0.4107
C -3.709 2.071 -2.286 -1.8838
C -3.235 1.803 -3.727 2.2751
C -4.185 0.751 -4.319 -1.8411
C -3.349 3.103 -4.521 -1.8261
P -1.539 0.963 -3.543 0.3760
C -0.557 2.327 -2.749 -1.7194
N -0.736 2.476 -1.312 0.6352
B -0.950 1.515 -0.204 1.5066
N -1.368 2.434 0.897 0.7213
C -2.243 2.227 2.058 -1.6581
P -1.889 0.811 3.210 0.4666
C -3.690 0.495 3.736 2.2199
C -3.644 -0.566 4.844 -1.9116
C -4.357 -0.110 2.477 -1.6812
C -4.564 1.670 4.196 -1.8626
C -0.950 1.688 4.612 1.9625
C 0.059 2.626 3.936 -0.9290
C -1.730 2.486 5.653 -1.9781
C -0.174 0.562 5.312 -1.8203
C -1.207 3.758 0.496 0.6830
C -1.340 4.953 1.195 -0.6659
C -1.019 6.151 0.557 -1.0106
C -0.593 6.164 -0.762 -0.9169
C -0.480 4.975 -1.481 -0.8900
C -0.786 3.779 -0.845 0.5458
C -0.620 0.971 -5.206 2.0577
C -0.543 2.284 -5.989 -1.8216
C 0.816 0.516 -4.854 -1.7028
C -1.247 -0.115 -6.088 -1.8644
H -4.771 2.341 -2.305 0.6979
H -3.158 2.891 -1.822 0.1026
H -3.589 1.183 -1.659 0.2781
H -5.220 1.102 -4.245 0.5073
H -4.102 -0.191 -3.770 0.3480
H -3.976 0.555 -5.372 0.3554
H -4.329 3.552 -4.325 0.4686
H -3.279 2.931 -5.595 0.3145
H -2.589 3.835 -4.233 0.2487
H -0.871 3.260 -3.218 0.1676
H 0.500 2.176 -2.988 0.2618
H -3.263 2.085 1.696 0.5245
H -2.249 3.141 2.643 0.0842
H -2.965 -1.378 4.573 0.3276
H -4.639 -0.990 5.012 0.5466
H -3.295 -0.140 5.788 0.2814
H -3.639 -0.601 1.817 0.0087
H -4.869 0.661 1.897 0.3813
H -5.104 -0.855 2.765 0.5871
H -4.369 1.964 5.225 0.3488
H -5.615 1.363 4.141 0.5363
H -4.448 2.548 3.555 0.2012
H -0.374 3.610 3.748 0.2273
H 0.400 2.214 2.986 -0.8503
H 0.930 2.769 4.583 0.6867
H -2.347 3.260 5.193 0.2880
H -1.015 2.984 6.319 0.4976
H -2.363 1.847 6.271 0.3357
H 0.476 0.047 4.601 0.1927
H -0.855 -0.179 5.742 0.3374
H 0.444 0.968 6.121 0.5350
H -1.673 4.974 2.223 0.4804
H -1.090 7.082 1.108 0.3903
H -0.335 7.104 -1.237 0.3888
H -0.146 4.993 -2.510 0.5202
H -0.283 3.128 -5.345 0.2325
H -1.479 2.513 -6.494 0.3233
H 0.237 2.203 -6.755 0.5137
H 1.474 1.370 -4.682 0.3551
H 1.237 -0.069 -5.677 0.6206
H 0.832 -0.107 -3.955 -0.0937
H -2.259 0.141 -6.400 0.3463
H -1.288 -1.067 -5.551 0.3294
H -0.643 -0.258 -6.991 0.5081
S 4.724 1.345 -1.234 -0.2373
C 3.623 2.598 -0.822 -0.2109
C 2.362 2.113 -0.847 -1.0787
N 2.227 0.787 -1.194 1.1054
C 3.397 0.264 -1.413 -0.5137
H 3.961 3.587 -0.561 0.4526
H 1.488 2.697 -0.604 0.1699
H 3.574 -0.731 -1.791 0.2212
```